# C6H11N2O2

The ion C6H11N2O2 with charge +1 (ωB97M-V/def2-TZVPD, OMol25).

```
21
Properties=species:S:1:pos:R:3
C -2.69265 1.09309 -2.20540
N -1.63405 0.40921 -1.29879
C -1.27834 -0.86815 -1.63214
C -0.31227 -1.65788 -1.11934
C 0.57717 -1.58908 -0.01097
O 1.53784 -2.25964 0.25528
N 0.11542 -0.58845 0.97471
C 0.81054 0.16296 1.74837
O 2.11150 0.18703 1.65296
C 2.99276 0.91081 2.50678
H -3.26398 1.77822 -1.51823
H -2.11686 1.68529 -2.99220
H -3.27349 0.42176 -2.77580
H -0.90639 1.06228 -1.15524
H -1.95188 -1.30931 -2.30006
H 0.00721 -2.51580 -1.60548
H -0.94349 -0.66497 1.03265
H 0.31199 0.69658 2.52975
H 2.64137 1.54101 3.21423
H 3.65937 1.45201 1.79333
H 3.60824 0.05303 2.90557
```

highest occupied orbital energy	-12.7	eV
E_tot	-13466.842	eV
LUMO level	-4.2	eV
orbital gap	8.49	eV
total charge	+1

# C6H11N2O2

The ion C6H11N2O2 with charge +1 (ωB97M-V/def2-TZVPD, OMol25).

```
21
Properties=species:S:1:pos:R:3
C -1.46385 -1.08608 -0.55045
C -0.45323 -1.38754 0.19941
C 0.98432 -1.41889 -0.43465
C 1.35875 -0.10707 -1.12009
C 1.19010 1.07324 -0.12938
C -0.22731 1.12409 0.35829
N -2.36962 -0.61351 -1.20552
N -0.64056 1.14515 1.60027
O -0.52790 -1.57664 1.53710
O -1.06564 1.58414 -0.59404
H 1.68665 -1.57023 0.35462
H 1.01293 -2.19251 -1.32620
H 2.42124 -0.16876 -1.37832
H 0.63411 0.16372 -1.80989
H 1.77808 0.95248 0.75706
H 1.46698 2.00759 -0.57228
H -2.98578 -1.32697 -1.80089
H -0.84977 -2.41483 1.65526
H -1.69891 0.96127 1.79000
H 0.03429 0.59347 2.20723
H -1.99025 1.45245 -0.64391
```

highest occupied orbital energy (spin up / spin down)	-9.3 / -15.1	eV
E_tot	-13462.649	eV
LUMO level (spin up / spin down)	-4.0 / -6.6	eV
spin multiplicity	3
orbital gap (spin up / spin down)	5.35 / 8.52	eV
total charge	+1

# C6H11N2O5

The ion C6H11N2O5 with charge +1 (ωB97M-V/def2-TZVPD, OMol25).

```
24
Properties=species:S:1:pos:R:3
C 2.95987 -0.30608 0.64101
N 1.61097 -0.40379 0.11306
O 0.65135 -0.24287 1.11057
C 1.33636 0.53838 -0.96277
O 1.76912 1.85507 -0.89100
C -0.16419 0.60414 -1.31294
O -0.99441 1.51301 -0.58985
C -1.86387 0.84259 0.10945
O -2.71874 1.44788 0.90308
N -1.89917 -0.48091 -0.14700
C -2.71173 -1.49737 0.47757
C -0.78716 -0.75021 -0.96414
O -0.54112 -1.84349 -1.42610
H 2.86676 -0.89622 1.54513
H 3.75680 -0.83785 -0.06894
H 3.18557 0.71421 0.92626
H 1.05030 -0.46720 1.98190
H 1.81618 0.17137 -1.91777
H 2.27366 2.23703 -0.15791
H -0.34385 0.78993 -2.44106
H -2.50726 2.25810 1.34484
H -2.36810 -1.91787 1.33905
H -3.69916 -1.06516 0.67614
H -2.67817 -2.26268 -0.28858
```

highest occupied orbital energy	-12.6	eV
E_tot	-19608.448	eV
LUMO level	-3.9	eV
orbital gap	8.77	eV
total charge	+1

# C6H11N2S

A cluster of 2 separate species, C6H11N2S in total (ωB97M-V/def2-TZVPD, OMol25).

```
20
Properties=species:S:1:pos:R:3
C 0.36440 0.06015 -0.06713
C 3.83532 -0.41792 -0.01290
C -1.72159 -0.93648 -0.23510
C -1.44653 1.17117 -1.26833
C -1.41821 1.04956 1.35316
C -1.05424 0.38163 -0.02235
N 1.37232 -0.48104 -0.10681
N 3.59910 -1.63586 0.33930
S 4.22439 1.05210 -0.21128
H -1.57116 -1.15060 -1.28224
H -1.25623 -1.65869 0.44331
H -2.75967 -0.93907 0.16318
H -2.50802 1.19386 -1.19237
H -0.99944 0.73469 -2.11836
H -1.08154 2.29901 -1.31404
H -2.53986 0.71819 1.49282
H -1.22882 2.13873 1.26946
H -0.72572 0.68669 2.20187
H 2.57098 -2.00575 0.33996
H 4.34451 -2.26035 0.22785
```

highest occupied orbital energy	-14.9	eV
E_tot	-20206.915	eV
LUMO level	-5.4	eV
orbital gap	9.44	eV
total charge	+1

# C6H11N2S

A structure of composition C6H11N2S (ωB97M-V/def2-TZVPD, OMol25).

```
20
Properties=species:S:1:pos:R:3
C 0.95247 0.23222 -0.24779
C -1.60722 0.87445 0.12098
C -0.45016 1.95012 0.26444
C -1.32930 -1.68324 0.80767
C -0.95499 -0.44923 0.05960
C 3.63550 -0.09828 0.34303
N 0.77025 1.46066 -0.23034
N -1.49932 -1.56665 -0.66973
S 2.11529 -1.02347 -0.07087
H -2.58225 0.99384 0.76254
H -1.98224 0.91595 -1.00276
H -0.76609 2.84791 -0.29924
H -0.27265 2.27268 1.30697
H -0.55329 -2.33298 1.05924
H -2.19737 -1.66645 1.42584
H 3.58240 0.54660 1.17276
H 4.07307 0.63013 -0.43007
H 4.38214 -0.86303 0.27730
H -0.71849 -1.99342 -1.15144
H -2.27533 -1.84357 -1.43824
```

highest occupied orbital energy (spin up / spin down)	-8.9 / -12.9	eV
E_tot	-20200.766	eV
LUMO level (spin up / spin down)	-3.3 / -6.7	eV
spin multiplicity	3
orbital gap (spin up / spin down)	5.57 / 6.26	eV
total charge	+1

# C6H11N2S2

A cluster of 2 separate species, C6H11N2S2 in total (ωB97M-V/def2-TZVPD, OMol25).

```
21
Properties=species:S:1:pos:R:3
C -1.62241 -1.50308 1.23686
C -2.11926 -0.29314 1.46103
C 1.36355 0.10182 0.56784
C -0.88760 -1.64327 -0.06191
C -0.74248 -0.26180 -0.66291
C -0.24102 1.82753 -2.21865
N 2.46549 -0.08168 -0.13310
N 1.42377 0.41808 1.85513
S -1.80474 0.87791 0.16096
S -0.00024 0.02586 -2.17299
H -1.77335 -2.24248 1.95578
H -2.65731 -0.02870 2.32537
H 0.02895 -2.00255 0.08475
H -1.30573 -2.14460 -0.88746
H -0.15363 2.39449 -1.29433
H -1.11546 2.17635 -2.74945
H 0.44551 2.24745 -2.96422
H 2.43474 -0.42589 -1.10409
H 3.44339 -0.08082 0.02054
H 0.52525 0.36348 2.22412
H 2.29259 0.27504 2.35672
```

highest occupied orbital energy (spin up / spin down)	-9.8 / -12.1	eV
E_tot	-31039.409	eV
LUMO level (spin up / spin down)	-3.1 / -6.8	eV
spin multiplicity	3
orbital gap (spin up / spin down)	6.66 / 5.26	eV
total charge	+1

# C6H11N3

An isolated molecule of C6H11N3 (ωB97M-V/def2-TZVPD, OMol25).

```
20
Properties=species:S:1:pos:R:3
C -1.90240 0.93427 -1.95499
C -1.04195 0.14035 -0.91481
N -0.31667 -0.80396 -1.34965
C 0.43950 -1.59074 -0.36302
C 1.77327 -0.98350 -0.08010
C 1.94232 -0.32221 1.11594
C 0.84291 0.42691 1.81242
N -0.05356 1.21974 1.04180
N -1.20466 0.53887 0.51441
H -2.26637 0.28583 -2.80235
H -2.73625 1.54721 -1.54997
H -1.31875 1.73256 -2.49783
H 0.60399 -2.49298 -1.06138
H -0.12409 -1.77722 0.49179
H 2.63954 -1.27222 -0.63778
H 2.86157 -0.16436 1.68871
H 1.36707 1.13153 2.42733
H 0.17444 -0.27089 2.34044
H -0.39957 1.92752 1.74532
H -2.09923 1.04014 0.71719
```

highest occupied orbital energy	-8.3	eV
E_tot	-10867.143	eV
LUMO level	0.9	eV
orbital gap	9.21	eV

# C6H11N3

An isolated molecule of C6H11N3 (ωB97M-V/def2-TZVPD, OMol25).

```
20
Properties=species:S:1:pos:R:3
C -1.33619 2.48997 -0.11618
C -0.55169 1.23138 -0.07421
C 0.73648 1.07347 -0.84908
N 1.56793 1.76711 -1.34018
C -0.75289 0.11827 0.60060
N -1.74445 -0.40876 1.32930
N 0.61274 -0.77931 -0.13513
C 0.25339 -2.00617 -0.87835
C 2.00924 -0.89683 0.30533
H -2.10425 2.59786 0.66133
H -0.71368 3.39122 -0.06111
H -1.92880 2.70360 -1.01139
H -1.79996 -0.02434 2.26722
H -1.85876 -1.41526 1.29124
H 0.83170 -2.09655 -1.80461
H -0.81283 -2.06137 -1.10701
H 0.45431 -2.89957 -0.27911
H 2.67118 -1.01046 -0.56234
H 2.15974 -1.78196 0.93072
H 2.30678 0.00772 0.83296
```

highest occupied orbital energy	-7.9	eV
E_tot	-10866.638	eV
LUMO level	0.5	eV
orbital gap	8.47	eV

# C6H11N3O

A cluster of 2 separate species, C6H11N3O in total (ωB97M-V/def2-TZVPD, OMol25).

```
21
Properties=species:S:1:pos:R:3
C 0.29053 -1.84770 -2.25053
C -0.37338 -0.57179 -1.88904
C 0.05762 0.47990 -1.10885
N -0.99874 1.34332 -1.01471
C -2.00834 0.83497 -1.75401
N -1.63158 -0.30050 -2.33494
H 1.27684 -2.01880 -1.77805
H 0.60347 -2.00665 -3.28276
H -0.35009 -2.65870 -1.92923
H 0.93178 0.53575 -0.49870
H -0.89135 2.26059 -0.62007
H -3.00226 1.22541 -1.87050
C 1.68921 -0.13517 2.02808
C 0.58908 0.81502 2.52437
N -0.72031 0.43905 2.33102
O 0.98350 1.94725 2.70800
H 1.89978 0.30698 1.05371
H 1.48348 -1.17204 1.76388
H 2.48852 -0.11518 2.77040
H -1.32758 1.16224 2.70018
H -0.99021 -0.52397 2.45175
```

highest occupied orbital energy	-8.6	eV
E_tot	-12918.231	eV
LUMO level	0.6	eV
orbital gap	9.22	eV

# C6H11N3O

An isolated molecule of C6H11N3O (ωB97M-V/def2-TZVPD, OMol25).

```
21
Properties=species:S:1:pos:R:3
C -1.15139 2.25173 0.52650
C -0.78889 1.48475 -0.72501
C 0.30916 0.53386 -0.30274
N 1.57620 0.92213 -0.39223
N 2.26415 -0.11398 -0.05374
O 3.61061 -0.22548 -0.16768
C 1.52209 -1.19747 0.23792
C 0.24272 -0.76565 0.15303
C -0.96953 -1.53673 0.54204
N -1.54059 -2.28594 -0.57360
H -0.23718 2.75145 0.84279
H -1.49252 1.46381 1.20394
H -1.93827 3.02195 0.37368
H -1.66855 1.03867 -1.19477
H -0.35529 2.12209 -1.48867
H 3.97641 0.39709 0.48292
H 1.97959 -2.16373 0.42651
H -1.76346 -0.80228 0.94477
H -0.82815 -2.20935 1.38102
H -0.90141 -3.00507 -0.89209
H -1.84573 -1.68185 -1.32459
```

highest occupied orbital energy	-8.7	eV
E_tot	-12915.726	eV
LUMO level	0.8	eV
orbital gap	9.52	eV

# C6H11N3O

The ion C6H11N3O with charge +2 (ωB97M-V/def2-TZVPD, OMol25).

```
21
Properties=species:S:1:pos:R:3
N -0.99715 -1.44891 -0.54081
C -0.40181 -0.32393 -0.22487
C -1.25811 0.91158 -0.03749
O -0.87425 2.03284 0.27704
C -2.76371 0.71433 0.07805
N -3.42126 1.74520 0.57421
N 0.94690 -0.27986 -0.08309
C 1.79783 -1.36799 -0.29174
C 3.00601 -0.37666 -0.18358
C 1.99858 0.65122 0.22998
H -1.99648 -1.45592 -0.77837
H -0.39973 -2.27431 -0.58495
H -3.36055 -0.16170 0.08536
H -4.28256 1.71051 1.11497
H -2.80933 2.56939 0.66671
H 1.77166 -1.95396 -1.27412
H 1.77894 -2.23082 0.47859
H 3.77572 -0.50982 0.46334
H 3.39677 -0.33081 -1.12168
H 2.23089 0.74992 1.27703
H 1.86165 1.62969 -0.12458
```

highest occupied orbital energy (spin up / spin down)	-17.9 / -17.9	eV
E_tot	-12898.124	eV
LUMO level (spin up / spin down)	-11.2 / -11.2	eV
orbital gap (spin up / spin down)	6.74 / 6.74	eV
total charge	+2

# C6H11N3O2

A cluster of 3 separate species, C6H11N3O2 in total (ωB97M-V/def2-TZVPD, OMol25).

```
22
Properties=species:S:1:pos:R:3
C 0.01539 -0.32579 2.44120
C -0.30245 -0.44424 0.88191
C -0.36414 -1.80802 0.23765
C 0.58693 -2.13673 -0.66648
N 0.94172 -3.28195 -1.21787
C 1.56260 -0.94412 -1.00489
N 2.34996 -0.16042 -1.31254
H 0.34379 0.64842 2.72643
H 0.80234 -1.16287 2.52698
H -0.78580 -0.68068 3.03799
H 0.40251 0.02094 0.28505
H -1.30965 0.04105 0.79600
H -1.16746 -2.34035 0.68136
H 1.24900 -3.34924 -2.19024
H 0.27971 -4.06383 -1.11891
O 2.80945 1.27338 0.96460
C 3.37843 1.84019 0.15120
O 3.89943 2.44779 -0.68322
N -3.88138 3.67041 -1.69928
H -3.41723 4.40663 -1.19447
H -3.42159 3.45802 -2.58080
H -3.97157 2.89140 -1.06167
```

highest occupied orbital energy	-8.8	eV
E_tot	-14964.495	eV
LUMO level	0.7	eV
orbital gap	9.46	eV

Number 1: maximum force 5.503 eV/A, M 143.2 g mol⁻¹. Number 2: maximum force 6.161 eV/A, M 143.2 g mol⁻¹. Number 3: maximum force 3.323 eV/A, M 191.2 g mol⁻¹. Number 4: maximum force 4.267 eV/A, M 143.2 g mol⁻¹. Number 5: maximum force 8.244 eV/A, M 143.2 g mol⁻¹. Number 6: maximum force 4.574 eV/A, M 175.3 g mol⁻¹. Number 7: maximum force 4.925 eV/A, M 125.2 g mol⁻¹. Number 8: maximum force 4.877 eV/A, M 125.2 g mol⁻¹. Number 9: maximum force 2.480 eV/A, M 141.2 g mol⁻¹. Number 10: maximum force 2.108 eV/A, M 141.2 g mol⁻¹. Number 11: maximum force 5.581 eV/A, M 141.2 g mol⁻¹. Number 12: maximum force 5.010 eV/A, M 157.2 g mol⁻¹.